No. 1
ORCA calculation (the ωB97M-V functional and the def2-TZVPD basis) on a single H8Si4 molecule.

Properties
total charge = 0
frontier orbital gap = 7.022 eV
2S+1 = 1
LUMO level = -1.3 eV
largest force on an atom = 3.04 eV Å⁻¹
HOMO = -8.355 eV

Positions of all 12 atoms, in Å:
1 Si 2.0266 -0.2078 -0.5406
2 Si -0.0944 0.3295 0.5394
3 Si 4.1075 0.6548 -0.0108
4 Si -2.2276 -0.3557 -0.0250
5 H 2.1796 -1.6368 -0.5803
6 H 2.2233 -0.0145 -1.9896
7 H 0.7629 -0.3751 1.8101
8 H -0.1600 1.8010 0.7049
9 H 3.7172 2.1951 0.5544
10 H -2.9476 0.6958 -0.8833
11 H -3.2466 -0.4780 1.0205
12 H -2.1946 -1.3463 -1.1955

These are the natural (NBO) partial charges, in e, on atoms 1 to 2: Si 0.027; Si 0.149

No. 2
ORCA calculation (the ωB97M-V functional and the def2-TZVPD basis) on a 5-piece molecular cluster, H9O5 overall.

Properties
total charge = -1
frontier orbital gap = 7.988 eV
2S+1 = 1
LUMO level = 3.5 eV
largest force on an atom = 2.74 eV Å⁻¹
HOMO = -4.465 eV

Positions of all 14 atoms, in Å:
1 O 2.8519 0.4718 -0.1519
2 H 1.9372 0.1885 0.2168
3 O -0.8521 -3.5668 -1.0042
4 H 0.0021 -3.5802 -1.4950
5 H -1.1423 -2.6723 -1.2017
6 O 0.5143 -0.0189 0.8700
7 H -0.0493 -0.4793 0.3014
8 H 3.2897 -0.2926 -0.6659
9 O -2.8446 0.9304 0.5994
10 H -2.6267 1.8826 0.4713
11 H -1.9098 0.6019 0.3979
12 O -0.0632 2.3189 0.4084
13 H 0.8056 2.7963 0.4317
14 H 0.0871 1.4196 0.8221

These are the natural (NBO) partial charges, in e, on atoms 1 to 2: O -1.042; H 0.520

No. 3
ORCA calculation (the ωB97M-V functional and the def2-TZVPD basis) on a 5-piece molecular cluster, H9O5 overall.

Properties
total charge = -1
frontier orbital gap = 9.765 eV
2S+1 = 1
LUMO level = 4.1 eV
largest force on an atom = 1.13 eV Å⁻¹
HOMO = -5.639 eV

Positions of all 14 atoms, in Å:
1 O 0.5184 0.6628 -0.5989
2 H 0.2835 1.5783 -0.7294
3 O 1.4672 -0.2244 -2.9559
4 H 0.6048 -0.0394 -3.3732
5 H 1.2989 -0.0178 -2.0161
6 O -1.7896 -0.2391 -0.0658
7 H -2.0596 -0.9894 -0.5958
8 H -0.8135 0.0981 -0.4484
9 O 1.2611 0.9823 1.8585
10 H 0.9922 0.8902 0.8755
11 H 0.5380 0.7911 2.4689
12 O -0.9058 -1.3767 2.1880
13 H 0.0123 -1.2071 1.9127
14 H -1.4079 -0.9089 1.4799

These are the natural (NBO) partial charges, in e, on atoms 1 to 2: O -1.184; H 0.440

No. 4
ORCA calculation (the ωB97M-V functional and the def2-TZVPD basis) on an isolated ion of composition HI3OP and charge +1.

Properties
total charge = +1
frontier orbital gap = 7.332 eV
2S+1 = 1
LUMO level = -6.9 eV
largest force on an atom = 2.39 eV Å⁻¹
HOMO = -14.258 eV

Positions of all 6 atoms, in Å:
1 O -1.2962 0.1185 0.3619
2 P 0.2380 -0.0791 0.0553
3 I 1.6667 1.3440 1.4667
4 I 0.5123 0.8139 -2.1041
5 I 1.0032 -2.5870 0.3051
6 H -2.1240 0.3898 -0.0849

These are the natural (NBO) partial charges, in e, on atoms 1 to 2: O -1.041; P 0.905

No. 5
ORCA calculation (the ωB97M-V functional and the def2-TZVPD basis) on a 2-piece molecular cluster, HI5Si2 overall.

Properties
total charge = 0
frontier orbital gap (alpha / beta) = 5.785 / 5.750 eV
2S+1 = 1
LUMO level (alpha / beta) = -2.8 / -2.8 eV
largest force on an atom = 1.86 eV Å⁻¹
HOMO (alpha / beta) = -8.608 / -8.594 eV

Positions of all 8 atoms, in Å:
1 Si -0.7050 -1.0716 0.3958
2 Si -2.8636 -0.3266 -0.1412
3 I -0.5235 -0.9358 2.9322
4 I -0.3122 -3.2023 -0.8250
5 I -1.6469 3.1189 -0.4361
6 I -4.1754 -0.9716 -2.0874
7 I -4.5122 -0.1217 1.6806
8 H 0.3791 -0.5092 -0.3368

These are the natural (NBO) partial charges, in e, on atoms 1 to 2: Si 0.439; Si 0.482

No. 6
ORCA calculation (the ωB97M-V functional and the def2-TZVPD basis) on a single HIS2 molecule.

Properties
total charge = 0
frontier orbital gap = 6.299 eV
2S+1 = 1
LUMO level = -2.4 eV
largest force on an atom = 1.64 eV Å⁻¹
HOMO = -8.650 eV

Positions of all 4 atoms, in Å:
1 S -0.3297 -1.2002 -0.0717
2 S -2.9931 1.7897 -0.0359
3 I -2.8892 -0.4655 0.0356
4 H 0.1398 -0.0409 -0.7133

These are the natural (NBO) partial charges, in e, on atoms 1 to 2: S -0.306; S -0.484

No. 7
ORCA calculation (the ωB97M-V functional and the def2-TZVPD basis) on a 2-piece molecular cluster, HN2O2S overall.

Properties
total charge = +1
frontier orbital gap (alpha / beta) = 11.084 / 6.666 eV
2S+1 = 3
LUMO level (alpha / beta) = -5.0 / -11.9 eV
largest force on an atom = 14.82 eV Å⁻¹
HOMO (alpha / beta) = -16.070 / -18.565 eV

Positions of all 6 atoms, in Å:
1 N -2.7125 -0.5401 1.4957
2 N -1.5914 -0.1212 1.1510
3 O 0.7199 -0.5862 -0.2760
4 O 1.7872 1.3856 -1.1453
5 S 2.0153 0.0329 -0.8247
6 H -0.2186 -0.1710 -0.4008

These are the natural (NBO) partial charges, in e, on atoms 1 to 2: N 0.150; N -0.126

No. 8
ORCA calculation (the ωB97M-V functional and the def2-TZVPD basis) on an isolated ion of composition HN2O3S and charge -1.

Properties
total charge = -1
frontier orbital gap = 8.135 eV
2S+1 = 1
LUMO level = 4.0 eV
largest force on an atom = 6.81 eV Å⁻¹
HOMO = -4.100 eV

Positions of all 7 atoms, in Å:
1 N 0.3934 -1.1046 -0.0370
2 N 1.3633 -0.3724 -0.1158
3 O 2.5894 -0.4879 0.1566
4 O 1.6870 2.2516 -0.1983
5 O -0.6595 1.3477 -0.7497
6 S 0.9618 1.3918 -1.0418
7 H -0.4611 -0.4526 -0.1537

These are the natural (NBO) partial charges, in e, on atoms 1 to 2: N -0.492; N 0.163

No. 9
ORCA calculation (the ωB97M-V functional and the def2-TZVPD basis) on a 2-piece molecular cluster, HN2O4 overall.

Properties
total charge = +1
frontier orbital gap (alpha / beta) = 9.393 / 3.890 eV
2S+1 = 3
LUMO level (alpha / beta) = -6.3 / -11.8 eV
largest force on an atom = 3.96 eV Å⁻¹
HOMO (alpha / beta) = -15.729 / -15.717 eV

Positions of all 7 atoms, in Å:
1 N -0.9422 -2.0539 -2.6494
2 N -1.4253 -2.5382 -3.5192
3 O -1.8325 -3.0549 -4.4365
4 O -0.1438 -0.3142 -0.1971
5 O 0.1597 -2.2915 0.6583
6 O 0.6949 -1.3959 0.1334
7 H 0.1949 0.0723 -0.9946

These are the natural (NBO) partial charges, in e, on atoms 1 to 2: N -0.233; N 0.485

No. 10
ORCA calculation (the ωB97M-V functional and the def2-TZVPD basis) on an isolated ion of composition HN2O4S and charge -1.

Properties
total charge = -1
frontier orbital gap = 9.287 eV
2S+1 = 1
LUMO level = 3.9 eV
largest force on an atom = 2.63 eV Å⁻¹
HOMO = -5.407 eV

Positions of all 8 atoms, in Å:
1 N -1.6950 0.2765 -0.7001
2 N -1.0713 -0.2776 0.2444
3 O 2.0835 -0.3224 -1.0239
4 O -1.4264 -1.3797 0.7875
5 O -0.0407 0.5093 0.6427
6 O 2.7214 0.7037 1.0609
7 S 1.8587 0.8100 -0.0964
8 H -2.4300 -0.3198 -0.9152

These are the natural (NBO) partial charges, in e, on atoms 1 to 2: N -0.504; N 0.554

No. 11
ORCA calculation (the ωB97M-V functional and the def2-TZVPD basis) on a 2-piece molecular cluster, HN2O5 overall.

Properties
total charge = -1
frontier orbital gap = 8.469 eV
2S+1 = 1
LUMO level = 4.2 eV
largest force on an atom = 4.86 eV Å⁻¹
HOMO = -4.289 eV

Positions of all 8 atoms, in Å:
1 N 1.1040 0.2569 0.1272
2 N -1.8866 0.7657 1.3006
3 O 2.0387 -0.5750 0.3122
4 O -1.9421 -0.2033 0.4714
5 O -2.9143 1.4004 1.5120
6 O 0.8050 1.2114 0.7083
7 O -0.8605 0.8805 1.9378
8 H 0.6353 0.2061 -0.8173

These are the natural (NBO) partial charges, in e, on atoms 1 to 2: N 0.400; N 0.710

No. 12
ORCA calculation (the ωB97M-V functional and the def2-TZVPD basis) on a single HN2OP molecule.

Properties
total charge = 0
frontier orbital gap = 8.044 eV
2S+1 = 1
LUMO level = -1.4 eV
largest force on an atom = 3.54 eV Å⁻¹
HOMO = -9.447 eV
SMILES = N#[PH]N=O

Positions of all 5 atoms, in Å:
1 N -1.2586 -1.2713 -1.6543
2 N -1.9133 -0.9705 0.6272
3 O -1.7983 -0.7500 -2.5895
4 P -0.7661 -0.4866 -0.2031
5 H 0.3992 0.2561 0.1980

These are the natural (NBO) partial charges, in e, on atoms 1 to 2: N -0.106; N -0.841